# 1
ORCA calculation (wB97M-V/def2-TZVPD) on C19H13AuNOS7 as an isolated structure.

The frontier orbital gap is 7.50 eV. For the highest occupied orbital energy, the calculation gives -5.240 eV. Its molar mass is 692.8 g/mol. The calculation puts the energy above the lowest of the compared OMol25 structures with the same formula, charge and spin at 8.4 kJ/mol. The calculation puts the total energy at -3784.915480 Ha.

```
! wB97M-V def2-TZVPD RIJCOSX def2/J DEFGRID3
* xyz -1 1
Au 0.474 0.255 0.128
S 3.869 -0.835 2.896
C 2.630 -0.415 1.926
S 1.060 0.217 2.391
S 2.611 -0.515 0.165
S 0.189 -0.483 -2.141
C -0.614 -1.960 -1.643
C -1.078 -2.874 -2.596
C -1.785 -3.974 -2.164
C -2.018 -4.150 -0.805
C -1.508 -3.203 0.063
N -0.820 -2.141 -0.337
H -0.891 -2.702 -3.646
H -2.162 -4.690 -2.883
H -2.582 -4.994 -0.434
H -1.656 -3.285 1.135
O -1.255 1.396 0.020
C -2.417 1.330 0.755
C -3.396 0.350 0.101
C -3.215 -0.230 -1.117
C -4.324 -1.008 -1.535
C -5.344 -0.985 -0.638
S -4.959 -0.023 0.726
C -2.181 0.998 2.223
C -1.530 1.804 3.114
C -1.408 1.231 4.401
C -1.961 -0.010 4.465
S -2.626 -0.486 2.965
C -3.076 2.706 0.656
C -3.017 3.525 -0.432
C -3.810 4.691 -0.287
C -4.463 4.732 0.906
S -4.101 3.361 1.867
H -2.317 -0.060 -1.687
H -4.355 -1.562 -2.461
H -6.291 -1.491 -0.697
H -1.141 2.771 2.833
H -0.912 1.707 5.233
H -1.992 -0.675 5.310
H -2.415 3.278 -1.291
H -3.885 5.468 -1.033
H -5.113 5.505 1.279
*
```

# 2
ORCA calculation (wB97M-V/def2-TZVPD) on a 2-piece molecular cluster, C48H47N3O5 overall.

The frontier orbital gap is 6.08 eV. For the highest occupied orbital energy, the calculation gives -6.186 eV. Its molar mass is 745.9 g/mol. The calculation puts the energy above the lowest of the compared OMol25 structures with the same formula, charge and spin at 0.0 kJ/mol. The calculation puts the total energy at -2397.726819 Ha.

```
! wB97M-V def2-TZVPD RIJCOSX def2/J DEFGRID3
* xyz 0 1
C -2.476 0.282 2.078
C -2.114 -0.443 3.361
C -3.259 -0.298 4.365
O -1.865 -1.855 3.165
C -0.780 -2.146 2.364
O -0.644 -3.272 1.936
C 0.213 -1.033 2.179
C 1.125 -0.997 1.158
C 2.409 -0.306 1.385
C 2.444 1.107 1.368
C 3.613 1.793 1.677
C 4.758 1.093 2.072
C 4.698 -0.300 2.205
C 3.561 -1.005 1.809
C 0.251 -0.099 3.375
O 1.226 0.426 3.857
O -0.949 0.119 3.997
H -1.652 0.283 1.355
H -3.358 -0.205 1.642
H -2.739 1.321 2.320
H -2.998 -0.741 5.328
H -3.489 0.760 4.521
H -4.149 -0.791 3.970
H 0.973 -1.619 0.284
H 1.514 1.637 1.149
H 3.624 2.875 1.593
H 5.687 1.633 2.271
H 5.559 -0.846 2.581
H 3.482 -2.090 1.909
C -2.647 -5.236 -5.908
C -1.466 -4.314 -5.747
C -1.636 -2.930 -5.849
C -0.545 -2.052 -5.738
C -0.738 -0.608 -6.098
C 0.697 -2.578 -5.378
N 1.806 -1.699 -5.181
C 2.021 -0.775 -4.175
C 0.992 -0.171 -3.304
C 0.336 -0.912 -2.208
C -0.929 -0.265 -1.769
C 0.621 -2.298 -1.962
C 1.919 -2.880 -1.954
C 2.072 -4.250 -1.732
C 0.958 -5.072 -1.540
C -0.322 -4.524 -1.603
C -0.486 -3.155 -1.708
O 0.647 1.017 -3.528
N 3.080 -0.046 -4.579
C 3.583 1.194 -4.108
C 3.757 1.440 -2.723
C 3.644 0.354 -1.699
C 4.106 2.734 -2.323
C 4.493 3.694 -3.259
C 4.995 5.034 -2.800
C 4.423 3.383 -4.617
C 3.949 2.154 -5.072
C 3.825 1.972 -6.548
N 3.709 -0.659 -5.642
C 2.916 -1.616 -6.036
C 3.209 -2.435 -7.203
C 4.573 -2.782 -7.359
C 4.922 -3.828 -8.212
C 3.934 -4.418 -9.016
C 2.637 -3.882 -9.056
C 2.269 -2.876 -8.164
C 0.907 -3.961 -5.329
C 2.269 -4.549 -5.119
C -0.185 -4.823 -5.523
H -2.327 -6.282 -5.808
H -3.416 -5.033 -5.147
H -3.122 -5.112 -6.894
H -2.624 -2.518 -6.081
H 0.179 -0.148 -6.496
H -1.502 -0.545 -6.892
H -1.093 0.005 -5.254
H -1.343 -0.770 -0.892
H -0.714 0.791 -1.532
H -1.714 -0.275 -2.560
H 2.799 -2.247 -2.109
H 3.070 -4.691 -1.716
H 1.081 -6.138 -1.369
H -1.216 -5.142 -1.553
H -1.484 -2.709 -1.690
H 4.187 0.631 -0.784
H 2.597 0.182 -1.399
H 4.059 -0.599 -2.059
H 4.119 2.984 -1.259
H 5.340 5.634 -3.651
H 4.206 5.598 -2.281
H 5.832 4.922 -2.095
H 4.734 4.121 -5.357
H 4.480 2.714 -7.021
H 4.146 0.980 -6.876
H 2.803 2.161 -6.912
H 5.321 -2.258 -6.759
H 5.960 -4.171 -8.251
H 4.186 -5.276 -9.642
H 1.912 -4.253 -9.787
H 1.279 -2.419 -8.198
H 2.217 -5.410 -4.434
H 2.701 -4.900 -6.074
H 2.961 -3.818 -4.682
H -0.022 -5.908 -5.504
*
```

# 3
ORCA calculation (wB97M-V/def2-TZVPD) on C8H18FP in the gas phase.

The frontier orbital gap is 8.36 eV. For the highest occupied orbital energy, the calculation gives -7.381 eV. Its molar mass is 164.2 g/mol. The calculation puts the energy above the lowest of the compared OMol25 structures with the same formula, charge and spin at 270.9 kJ/mol. As for the SMILES: C=[P@@H](CCC)C[C@H](C)CF. The calculation puts the total energy at -756.708037 Ha.

```
! wB97M-V def2-TZVPD RIJCOSX def2/J DEFGRID3
* xyz 0 1
C 2.295 1.067 -0.210
P 0.765 0.394 -0.376
C 0.723 -1.409 0.066
C 2.037 -2.177 -0.387
C 2.301 -2.006 -1.927
C -0.450 1.255 0.651
C -1.832 0.734 0.637
C -2.704 1.784 -0.216
C -2.411 0.703 2.118
F -3.610 -0.006 2.023
H 2.719 1.931 -0.695
H 2.996 0.207 -0.277
H 0.029 0.321 -1.623
H -0.121 -1.758 -0.440
H 0.624 -1.549 1.163
H 2.843 -1.783 0.020
H 1.941 -3.212 -0.157
H 1.647 -2.624 -2.524
H 2.179 -0.875 -2.195
H 3.418 -2.153 -2.026
H 0.107 1.287 1.584
H -0.345 2.184 0.255
H -2.077 -0.279 0.416
H -2.703 2.622 0.386
H -3.652 1.400 -0.372
H -2.326 2.115 -1.190
H -1.700 0.165 2.735
H -2.693 1.662 2.560
*
```

# 4
ORCA calculation (wB97M-V/def2-TZVPD) on C5H10S3 in the gas phase.

The frontier orbital gap is 8.30 eV. For the highest occupied orbital energy, the calculation gives -8.593 eV. Its molar mass is 166.3 g/mol. The calculation puts the energy above the lowest of the compared OMol25 structures with the same formula, charge and spin at 174.9 kJ/mol. As for the SMILES: CC[C@@](C)(S)C(=S)S. The calculation puts the total energy at -1391.004472 Ha.

```
! wB97M-V def2-TZVPD RIJCOSX def2/J DEFGRID3
* xyz 0 1
C 1.226 -0.487 1.529
C 1.035 -0.869 0.037
C -0.212 -0.301 -0.608
C -0.150 1.187 -0.673
S -0.305 -1.130 -2.254
C -1.691 -0.748 0.104
S -3.055 0.109 -0.265
S -1.670 -2.077 1.150
H 1.673 0.406 1.500
H 0.265 -0.293 1.754
H 1.746 -1.139 2.308
H 1.101 -1.926 -0.039
H 1.808 -0.486 -0.573
H 0.732 1.633 -1.158
H -0.280 1.646 0.320
H -0.926 1.574 -1.307
H -1.385 -0.290 -2.689
H -3.078 -2.232 1.503
*
```

> The lowest total energy belongs to which entry?

C19H13AuNOS7

> highest occupied orbital energy of number 4 (C5H10S3)?

-8.593 eV